[1]
Here is 2 unconnected molecules or ions with the total composition H2NO5PS from OMol25. Energies are from the ωB97M-V functional and the def2-TZVPD basis.

Geometry as ORCA input:
```
! RIJCOSX wB97M-V def2-TZVPD def2/J DEFGRID3
* xyz -2 1
N -2.92161 0.00151 1.21997
O 0.03032 1.08207 -1.81910
O 2.90610 -0.03215 -0.69145
O 0.07488 -1.39686 -2.03990
O 1.95743 -1.29718 1.26439
O 1.52642 1.03506 1.10375
P 0.07341 -0.23893 -1.13302
S 1.83814 -0.14465 0.32984
H -3.25051 0.26615 0.15362
H -2.23458 0.72498 1.61190
*
```

Output
Electronic energy, hartree: -1171.664049
Highest occupied orbital energy (alpha / beta), Ha: -0.072 / 0.039
Energy above the lowest of the compared OMol25 structures with the same formula, charge and spin, kcal/mol: 93.42



[2]
Here is a molecular structure, C17H24N3O3PPb from OMol25. Energies are from the ωB97M-V functional and the def2-TZVPD basis.

Geometry as ORCA input:
```
! RIJCOSX wB97M-V def2-TZVPD def2/J DEFGRID3
* xyz 4 1
N 0.36558 2.50300 -0.44328
C 0.26187 3.65484 -0.29732
C 0.24732 5.09877 -0.22006
H -0.78963 5.47476 -0.27592
H 0.82579 5.50478 -1.07094
H 0.70724 5.42936 0.72777
N 1.98234 -1.29946 -0.61268
C 2.95398 -1.92478 -0.77653
C 4.16449 -2.71196 -0.97508
H 4.79459 -2.23752 -1.74736
H 3.89667 -3.73051 -1.30576
H 4.73445 -2.77531 -0.03171
N -2.14400 -1.36587 -0.46193
C -3.24006 -1.72402 -0.31001
C -4.56983 -2.28807 -0.22961
H -4.58633 -3.10647 0.51350
H -4.84946 -2.69395 -1.21956
H -5.30657 -1.51676 0.05966
Pb -0.13588 0.09952 -0.68256
C 0.07501 -1.90973 1.57289
O 0.08182 -2.85958 2.20514
C 1.84641 0.75080 1.45521
O 2.66657 1.09827 2.17389
C 0.48107 1.36647 -3.36552
C -0.92095 1.44106 -3.24915
C -1.69169 0.25231 -3.24870
C -1.05098 -0.99748 -3.36422
C 0.35330 -1.06338 -3.47549
C 1.11490 0.11145 -3.47618
H 1.08540 2.28628 -3.36102
H -1.41477 2.41678 -3.14220
H -2.78362 0.30417 -3.14164
H -1.64322 -1.92427 -3.35764
H 0.85051 -2.04697 -3.56262
H 2.21564 0.05853 -3.56326
C -2.76232 -0.63396 3.07042
P -1.81945 0.85051 2.72923
C -2.88584 2.25922 3.10844
C -0.42475 0.91278 3.84643
O -1.34430 0.88872 1.30723
H -2.13775 -1.50087 2.84024
H -3.65321 -0.64340 2.43345
H -3.08022 -0.70017 4.11619
H -3.24492 2.31231 4.14502
H -2.32215 3.18234 2.91692
H -3.77604 2.20905 2.46652
H 0.20371 0.03639 3.67567
H 0.13174 1.82927 3.63236
H -0.72082 0.92194 4.89916
*
```

Output
Electronic energy, hartree: -1584.697044
Highest occupied orbital energy (alpha / beta), Ha: -0.841 / -0.842



[3]
Here is 2 unconnected molecules or ions with the total composition C4H14N2O from OMol25. Energies are from the ωB97M-V functional and the def2-TZVPD basis.

Geometry as ORCA input:
```
! RIJCOSX wB97M-V def2-TZVPD def2/J DEFGRID3
* xyz 0 1
C -2.17924 1.14300 1.38214
C -0.79458 0.56700 1.18870
N -0.85852 -0.79940 0.67302
C 0.41760 -1.38082 0.25479
C 0.60891 -1.41724 -1.24319
N 0.69944 -0.04813 -1.79923
H -2.81492 0.44798 1.92191
H -2.65554 1.36771 0.42803
H -2.11380 2.08106 1.93684
H -0.25558 0.51974 2.14216
H -0.20363 1.22606 0.54616
H -1.54974 -0.87265 -0.06473
H 0.51050 -2.39056 0.67219
H 1.22136 -0.79075 0.68872
H 1.53693 -1.93004 -1.48961
H -0.18992 -1.98018 -1.73347
H -0.15066 0.44155 -1.53556
H 0.70553 -0.14204 -2.80854
O 2.57583 1.35519 -0.00534
H 3.47027 1.41766 -0.36649
H 2.01978 1.18484 -0.78849
*
```

Output
Electronic energy, hartree: -345.539769
Highest occupied orbital energy, Ha: -0.315
Energy above the lowest of the compared OMol25 structures with the same formula, charge and spin, kcal/mol: 22.85



no.,largest force on an atom (hartree/bohr)
1,0.072
2,0.103
3,0.009